1.
Below is C6H10O in the gas phase in a non-equilibrium geometry, with properties calculated with ωB97M-V/def2-TZVPD.

Output
SMILES: C[C@H]1OC[C@H]2C[C@H]21
E_HOMO, eV: -8.914
HOMO-LUMO gap, eV: 10.02
Relative energy (zero: lowest compared OMol25 entry of this formula, charge and spin), kcal per mole: 46.2
E, Eh: -309.768776

Structure (XYZ):
```
17
Properties=species:S:1:pos:R:3:mulliken_charge:R:1
C -2.0076 -0.5639 0.1937 -1.39
C -0.7933 -0.0050 -0.4940 0.36
O -0.4984 1.2891 0.0022 -0.44
C 0.8741 1.5681 -0.3000 -0.50
C 1.6106 0.2506 -0.1918 -0.31
C 1.2077 -0.5472 1.0077 -0.68
C 0.4281 -0.8226 -0.2044 -0.30
H -2.8543 0.1102 0.0847 0.36
H -1.7819 -0.7023 1.2552 0.32
H -2.2568 -1.5389 -0.2394 0.37
H -0.9499 0.0466 -1.5909 0.28
H 0.9770 1.9776 -1.3131 0.30
H 1.1930 2.3440 0.4126 0.30
H 1.8127 -0.2966 -1.1067 0.38
H 0.6210 -0.0031 1.7428 0.20
H 1.8767 -1.2972 1.4060 0.29
H 0.5411 -1.8093 -0.6647 0.46
```

***

2.
Below is a molecular structure, C6H10O, with properties calculated with ωB97M-V/def2-TZVPD.

Output
E_HOMO (spin up / spin down), eV: -6.377 / -6.371
HOMO-LUMO gap (spin up / spin down), eV: 6.93 / 6.92
Relative energy (zero: lowest compared OMol25 entry of this formula, charge and spin), kcal per mole: 136.7
E, Eh: -309.624539

Structure (XYZ):
```
17
Properties=species:S:1:pos:R:3:mulliken_charge:R:1
C 1.9008 -0.3550 -0.8858 -1.29
C 0.9686 0.2177 0.1244 0.14
C 0.1271 1.4386 -0.2073 -0.47
C -1.1213 0.6205 -0.0642 -0.25
O -0.5977 -0.7118 -0.5436 -0.37
C -1.2946 -1.2988 0.6106 -0.18
C -1.1841 0.0061 1.3312 -0.79
H 2.1341 -1.4011 -0.6658 0.32
H 2.8367 0.2198 -0.8255 0.39
H 1.5012 -0.2843 -1.8996 0.33
H 1.2485 0.0929 1.1588 0.45
H 0.1886 2.2230 0.5521 0.29
H 0.3484 1.8360 -1.2055 0.30
H -2.0227 0.8480 -0.6599 0.44
H -0.8128 -2.2202 0.9609 0.27
H -2.2772 -1.5607 0.1761 0.19
H -1.9434 0.3292 2.0430 0.23
```

***

3.
Below is a molecular structure, C6H10O in a non-equilibrium geometry, with properties calculated with ωB97M-V/def2-TZVPD.

Output
E_HOMO, eV: -8.506
HOMO-LUMO gap, eV: 9.65
Relative energy (zero: lowest compared OMol25 entry of this formula, charge and spin), kcal per mole: 59.9
E, Eh: -309.746912

Structure (XYZ):
```
17
Properties=species:S:1:pos:R:3:mulliken_charge:R:1
C -0.9731 0.7015 1.1374 -0.39
C -1.6007 0.3340 -0.1791 -0.59
C -1.0650 -1.0441 -0.4826 -0.43
C 0.2706 -1.1965 -0.6167 -0.10
C 1.2393 -0.1045 -0.9561 -0.64
C 1.6141 0.4203 0.4392 -0.41
O 0.6199 -0.0839 1.2869 -0.50
H -0.6160 1.6771 1.2536 0.34
H -1.4802 0.2874 1.9902 0.26
H -2.6910 0.3160 -0.0997 0.34
H -1.3462 1.0616 -0.9563 0.22
H -1.7139 -1.8834 -0.2823 0.35
H 0.6343 -2.2075 -0.7461 0.38
H 2.1011 -0.4762 -1.5034 0.36
H 0.7664 0.6710 -1.5694 0.22
H 2.5713 0.0274 0.7793 0.31
H 1.6691 1.4999 0.5051 0.28
```